Record 1
Molecular formula: C23H35Br4N3O2S
Method: DFT, ωB97M-V/def2-TZVPD

```
68
Properties=species:S:1:pos:R:3:forces:R:3
C -2.44571 3.79791 0.48489 0.1 0.3 0.2
C -1.06147 3.58304 1.06172 -0.1 -0.1 0.0
C -0.52788 4.71189 1.89527 -0.2 0.0 -0.2
C -0.39558 2.45728 0.82970 0.0 -0.1 0.1
C 0.98608 2.11672 1.33423 -0.2 0.0 0.0
C 1.56734 0.88097 0.64365 -0.2 0.4 0.0
C 0.90189 -0.42894 1.06095 0.2 -0.1 0.2
C 1.13666 -0.74078 2.54882 -0.5 0.0 -0.3
C 1.34779 -1.59928 0.14828 -0.2 0.4 0.1
C 0.15191 -2.23534 -0.58566 0.2 -0.2 -0.1
C 0.34973 -3.69044 -0.94856 0.2 0.2 -0.3
C 1.01042 -4.01538 -2.19795 -0.2 0.3 0.0
C 1.52478 -2.92220 -3.10639 0.0 -0.3 -0.2
O 1.52277 -3.32690 -4.48155 0.1 0.0 0.0
O 0.64949 -2.42908 -5.18121 0.0 0.1 0.0
C 1.22914 -5.29135 -2.58538 0.1 -0.3 -0.2
C 0.81999 -6.33904 -1.73652 -0.1 0.3 0.2
N 0.96815 -7.64553 -1.95001 0.0 -0.2 0.0
S 0.35553 -8.37820 -0.65982 0.1 -0.1 -0.1
N -0.11468 -7.12720 0.20563 -0.1 -0.1 0.2
C 0.18827 -6.02801 -0.49115 0.0 -0.2 0.0
C -0.05747 -4.68160 -0.09249 -0.1 0.2 0.0
C -0.69186 -4.32393 1.23826 -0.1 -0.1 0.1
C -1.53338 -5.35575 1.95165 0.1 -0.3 0.1
N -1.15768 -6.08333 2.91095 -0.1 0.1 0.2
H -2.42341 3.84458 -0.60386 0.0 -0.1 0.0
H -2.85533 4.75008 0.82848 0.0 0.0 0.0
H -3.13922 3.02316 0.80867 0.0 -0.1 -0.1
H 0.44365 4.50410 2.33409 0.0 0.0 0.0
H -1.23467 4.93731 2.69735 0.1 0.0 0.1
H -0.45525 5.61375 1.27924 0.1 0.1 0.0
H -0.89291 1.69874 0.22829 0.0 0.0 -0.1
H 1.64119 2.97528 1.18013 0.1 0.0 0.0
H 0.94090 1.94582 2.41401 0.1 0.0 0.0
H 2.64238 0.83558 0.83602 0.0 -0.1 0.0
H 1.44318 1.02784 -0.43362 0.1 -0.1 -0.1
H -0.17719 -0.29003 0.94770 0.0 -0.1 -0.1
H 2.15343 -0.49977 2.85640 0.1 -0.1 0.0
H 0.93547 -1.79740 2.73283 0.1 0.0 0.1
H 0.42788 -0.19225 3.16922 0.2 0.1 0.1
H 1.87453 -2.35599 0.73124 0.0 0.0 0.0
H 2.05794 -1.18821 -0.57478 0.0 -0.3 0.0
H -0.04544 -1.65813 -1.48645 -0.2 0.1 0.0
H -0.74153 -2.14220 0.02620 0.0 0.1 0.0
H 2.56343 -2.69808 -2.86054 0.0 0.2 0.1
H 0.92852 -2.02198 -3.04654 0.1 0.2 0.1
H 0.11347 -3.04373 -5.69867 0.0 -0.1 0.1
H 1.70904 -5.52224 -3.52541 0.0 0.0 0.0
H -1.32704 -3.45105 1.08950 0.0 0.0 0.1
H 0.08697 -4.00996 1.94091 0.1 0.0 -0.1
H -2.57405 -5.46776 1.64867 0.0 0.1 -0.2
H -0.17281 -5.91372 3.12402 0.0 0.0 0.0
Br -1.45808 8.85487 3.52986 0.0 -0.1 0.0
C -2.88691 7.83607 2.69589 0.0 0.1 0.0
C -3.89621 7.34861 3.70109 0.0 -0.1 0.0
Br -3.21239 5.86223 4.75138 0.0 0.0 0.0
H -2.41240 7.01903 2.16203 0.0 0.0 0.0
H -3.35713 8.51212 1.98550 0.0 0.0 0.0
H -4.77962 6.96897 3.19270 0.0 0.0 0.0
H -4.18565 8.12024 4.40657 0.0 0.0 0.0
Br 3.33915 0.20537 -2.70642 0.1 0.1 -0.1
C 1.78905 0.72319 -3.76213 0.1 -0.2 0.0
C 1.95044 2.09674 -4.35267 -0.1 0.1 0.1
Br 1.72413 3.48329 -3.00693 0.0 0.0 0.0
H 0.92917 0.66606 -3.10000 0.0 0.0 0.0
H 1.69837 -0.02869 -4.54384 0.0 0.0 0.0
H 1.18057 2.27911 -5.09865 0.0 0.0 0.0
H 2.93013 2.24350 -4.79483 0.0 0.0 0.0
```
Positions in Å, forces in eV/Å.

- LUMO: -0.43 eV
- Total charge: 0
- E_tot: -11906.2576 hartree
- Highest occupied orbital energy: -8.806 eV
- Orbital gap: 8.38 eV



Record 2
Molecular formula: C3H9N3O
Method: DFT, ωB97M-V/def2-TZVPD

```
16
Properties=species:S:1:pos:R:3:forces:R:3
C -0.18513 0.78226 -1.15076 -0.2 0.0 0.3
C 1.50278 0.01055 1.16318 -0.4 -0.1 0.0
N -1.41057 -0.11836 -0.79915 0.4 0.0 0.0
N -2.23185 0.46569 -0.01454 0.3 -0.1 0.2
C 1.22867 -0.66081 -0.17765 -0.1 0.6 -0.3
O -0.36622 -1.41376 0.21963 0.0 0.3 -0.1
N 0.94666 -0.00062 -1.31156 0.0 -0.4 0.1
H -0.44286 -2.09102 -0.46626 0.0 0.1 0.0
H -3.09462 -0.01573 0.20653 0.1 0.1 -0.1
H -1.91462 1.20412 0.61971 -0.1 -0.1 -0.2
H -0.49824 1.24046 -2.09488 0.0 0.0 0.1
H -0.17729 1.56565 -0.35388 0.0 -0.1 -0.1
H 1.89454 -1.51143 -0.33626 -0.1 -0.1 0.0
H 0.71872 0.70864 1.45567 0.0 0.0 0.0
H 1.59296 -0.73645 1.95130 0.0 0.0 0.0
H 2.43706 0.57081 1.08892 0.0 -0.1 -0.1
```
Positions in Å, forces in eV/Å.

- LUMO: 0.37 eV
- Total charge: 0
- E_tot: -359.0410 hartree
- Relative energy (zero: lowest compared OMol25 entry of this formula, charge and spin): 127.7 kcal per mole
- Highest occupied orbital energy: -7.579 eV
- Orbital gap: 7.95 eV